[1]
DFT (wB97M-V/def2-TZVPD) results for a molecular structure, C17H52O10V2 in a non-equilibrium geometry.

XYZ file:
```
81
Properties=species:S:1:pos:R:3
V -1.445 3.653 -2.128
V 1.241 2.193 -3.529
C -0.395 0.895 -0.689
O -0.092 1.887 -1.625
H -1.335 1.180 -0.215
H -0.560 -0.034 -1.233
H 0.344 0.715 0.091
O 0.119 4.129 -3.549
H -0.109 4.756 -4.263
C 1.447 -2.158 1.143
C 1.176 -3.520 1.595
O -0.209 -3.583 1.880
H 1.236 -1.340 1.832
H 1.030 -1.995 0.149
H 2.524 -2.088 0.989
H 1.629 -3.717 2.566
H 1.452 -4.299 0.884
H -0.420 -2.991 2.606
C 0.971 -3.978 -2.066
C 0.139 -3.009 -2.922
O 1.078 -2.487 -3.838
H 1.165 -4.884 -2.641
H 0.375 -4.345 -1.231
H 1.911 -3.548 -1.720
H -0.223 -2.117 -2.411
H -0.675 -3.528 -3.428
H 1.128 -3.069 -4.599
C 4.082 2.935 -0.141
C 2.784 3.361 -0.764
O 2.819 3.083 -2.145
H 4.851 3.488 -0.679
H 4.195 1.858 -0.267
H 4.100 3.159 0.926
H 2.784 4.451 -0.744
H 1.911 2.966 -0.245
H 3.635 3.455 -2.487
C -3.004 -0.893 3.016
C -1.536 -0.632 3.126
O -0.966 -1.772 3.789
H -3.453 -1.183 3.966
H -3.223 -1.619 2.233
H -3.552 0.008 2.737
H -1.310 0.250 3.724
H -1.129 -0.452 2.130
H -1.265 -1.781 4.701
C -4.485 1.872 0.108
C -3.524 2.970 0.581
O -3.131 3.638 -0.588
H -4.814 1.217 0.916
H -3.969 1.253 -0.625
H -5.329 2.243 -0.474
H -2.666 2.556 1.111
H -4.031 3.659 1.258
H -3.926 4.066 -0.916
C 3.407 -0.656 -1.737
C 3.407 -0.040 -3.058
O 2.066 0.214 -3.437
H 2.879 -0.125 -0.945
H 4.433 -0.814 -1.404
H 2.943 -1.643 -1.740
H 3.810 -0.744 -3.786
H 3.955 0.891 -3.204
H 1.742 -0.654 -3.686
C 0.755 2.421 3.012
C 0.687 2.646 4.563
O 1.672 1.821 5.133
H -0.014 2.964 2.462
H 0.581 1.374 2.765
H 1.703 2.728 2.571
H -0.328 2.414 4.886
H 0.979 3.628 4.932
H 1.574 0.894 4.905
C -3.304 -2.411 -1.795
C -2.812 -2.686 -0.328
O -1.876 -3.748 -0.277
H -4.280 -1.929 -1.842
H -3.386 -3.313 -2.401
H -2.562 -1.840 -2.353
H -3.648 -2.918 0.331
H -2.385 -1.750 0.033
H -1.348 -3.596 0.510
```

Kohn-Sham gap (spin up / spin down) = 4.9 / 8.3 eV
E_LUMO (spin up / spin down) = -0.1206 / -0.1228 Eh
highest occupied orbital energy (spin up / spin down) = -8.16 / -11.66 eV
spin multiplicity = 8
expectation value of S² = 15.7569
net charge = +1

Mulliken charges in e: 0.277 0.839 0.231 -0.150 -0.427 -0.076 0.099 -0.778 0.173 -0.194 -0.717 -0.634 0.369 -0.175 0.384 0.391 0.273 0.231 -0.974 0.703 -0.558 0.497 0.075 0.245 -0.583 0.385 0.264 -1.183 0.019 -0.184 0.473 0.195 0.361 0.381 -0.033 0.170 -0.958 0.742 -0.611 0.444 0.164 0.138 0.131 -0.356 0.318 -1.092 0.050 -0.333 0.278 0.267 0.435 0.025 0.353 0.266 -0.409 -0.173 -0.230 -0.065 0.437 -0.086 0.260 0.336 0.159 -0.170 -0.392 -0.521 0.239 -0.223 0.201 0.244 0.345 0.300 -1.385 0.633 -0.534 0.400 0.372 0.164 0.437 -0.418 0.451

***

[2]
DFT (wB97M-V/def2-TZVPD) results for a molecular structure, C20H23ClGeIMgNO2S2 in a non-equilibrium geometry.

XYZ file:
```
52
Properties=species:S:1:pos:R:3
Mg 0.012 1.666 -0.246
C -1.740 0.267 1.787
C -2.727 1.258 1.226
C -3.378 0.710 0.192
C -2.865 -0.638 -0.044
C -1.883 -0.894 0.833
H -0.311 1.451 2.621
H -2.874 2.244 1.646
H -4.147 1.188 -0.399
H -3.239 -1.306 -0.807
H -1.317 -1.807 0.946
Cl 2.227 -3.413 3.677
C 2.021 -1.966 2.690
C 3.094 -1.634 1.896
C 3.007 -0.515 1.095
I 4.621 0.098 -0.109
C 1.847 0.281 1.050
O 1.796 1.354 0.313
C 0.768 -0.093 1.885
N -0.346 0.838 1.815
C -2.222 -0.225 3.129
C -1.480 -1.062 3.904
C -0.176 -1.562 3.726
C 0.814 -1.210 2.774
H 3.985 -2.246 1.906
H -3.221 0.064 3.433
H -1.973 -1.419 4.808
H 0.106 -2.331 4.430
C 2.077 4.210 -0.704
O 0.727 3.742 -0.717
C -0.298 4.577 -1.096
S -0.004 6.159 -1.551
S -1.780 3.796 -1.039
H 2.655 3.389 -0.287
H 2.162 5.112 -0.102
H 2.407 4.438 -1.717
C 1.048 -1.561 -4.236
Ge 0.097 -1.236 -2.495
C 1.084 -2.398 -1.232
C -1.649 -2.188 -2.693
C -0.114 0.661 -2.141
H 1.115 -2.633 -4.446
H 2.064 -1.163 -4.180
H 0.539 -1.078 -5.073
H 0.864 -3.446 -1.454
H 0.792 -2.197 -0.200
H 2.162 -2.251 -1.311
H -1.544 -3.066 -3.336
H -2.420 -1.541 -3.118
H -1.984 -2.525 -1.709
H -1.069 0.939 -2.609
H 0.670 1.164 -2.727
```

Kohn-Sham gap = 4.5 eV
E_LUMO = 0.1492 Eh
relative energy (zero: lowest compared OMol25 entry of this formula, charge and spin) = 1.9946 eV
highest occupied orbital energy = -0.47 eV
net charge = -2

natural (NBO) charges in e: 1.719 -0.020 -0.183 -0.229 -0.255 -0.154 0.386 0.215 0.204 0.209 0.230 -0.094 -0.088 -0.248 -0.286 0.039 0.397 -0.955 -0.063 -0.720 -0.393 -0.167 -0.485 -0.037 0.218 0.191 0.181 0.199 -0.267 -0.606 -0.004 -0.321 -0.315 0.234 0.186 0.184 -1.089 1.626 -1.095 -1.088 -1.596 0.198 0.215 0.207 0.204 0.235 0.226 0.203 0.211 0.214 0.212 0.211

***

[3]
DFT (wB97M-V/def2-TZVPD) results for a molecular structure, C54H56F3N8S2Ti in a non-equilibrium geometry.

XYZ file:
```
124
Properties=species:S:1:pos:R:3
Ti 0.580 0.292 0.874
C -0.671 -3.496 2.416
C -1.613 -3.981 1.329
C -0.896 -4.575 0.115
C -2.603 -2.914 0.909
C -3.924 -3.290 1.136
C -5.003 -2.525 0.749
C -4.746 -1.365 0.057
C -3.448 -0.946 -0.211
C -3.339 0.326 -1.035
C -3.893 0.145 -2.455
C -4.075 1.489 -0.355
C -2.325 -1.674 0.264
N -1.024 -1.097 -0.001
C -0.663 -1.102 -1.323
C 0.300 -0.222 -1.874
N 1.008 0.669 -1.104
C 1.868 1.644 -1.725
C 1.350 2.918 -2.098
C 2.233 3.965 -2.369
C 3.597 3.822 -2.312
C 4.093 2.544 -2.154
C 3.276 1.443 -1.920
C 4.075 0.136 -1.945
C 4.371 -0.380 -0.548
C 3.490 -0.987 -2.799
C -0.104 3.380 -2.314
C -1.199 2.335 -2.450
C -0.543 4.419 -1.270
C 0.305 -0.406 -3.325
C 0.921 0.214 -4.396
C 0.658 -0.258 -5.699
C -0.177 -1.319 -5.958
C -0.841 -1.965 -4.885
C -1.737 -3.061 -4.956
C -2.315 -3.542 -3.806
C -2.076 -2.980 -2.533
C -1.199 -1.920 -2.425
C -0.589 -1.462 -3.612
H 0.141 -4.205 2.574
H -1.229 -3.383 3.344
H -0.263 -2.532 2.132
H -2.199 -4.794 1.767
H -0.361 -3.813 -0.446
H -1.615 -5.052 -0.555
H -0.183 -5.330 0.446
H -4.107 -4.235 1.635
H -6.017 -2.838 0.961
H -5.573 -0.760 -0.293
H -2.290 0.581 -1.143
H -4.939 -0.167 -2.427
H -3.329 -0.605 -3.004
H -3.823 1.090 -2.999
H -5.149 1.420 -0.537
H -3.728 2.444 -0.759
H -3.919 1.473 0.722
H 1.817 4.933 -2.627
H 4.259 4.668 -2.442
H 5.162 2.386 -2.231
H 5.031 0.398 -2.409
H 3.438 -0.462 -0.017
H 5.021 0.300 0.004
H 4.841 -1.364 -0.594
H 2.605 -1.424 -2.341
H 4.236 -1.778 -2.903
H 3.231 -0.632 -3.795
H -0.067 3.910 -3.273
H -1.268 1.737 -1.548
H -1.022 1.675 -3.293
H -2.159 2.834 -2.608
H -0.774 3.947 -0.315
H -1.441 4.932 -1.621
H 0.228 5.173 -1.103
H 1.584 1.055 -4.245
H 1.147 0.233 -6.532
H -0.338 -1.646 -6.978
H -1.963 -3.520 -5.912
H -2.998 -4.380 -3.870
H -2.589 -3.381 -1.671
C 3.228 -4.752 1.488
C 3.416 -4.024 2.657
C 2.955 -2.725 2.760
C 2.284 -2.128 1.689
C 2.118 -2.855 0.513
C 2.585 -4.154 0.416
N 1.888 -0.775 1.742
N 2.875 -0.060 2.417
C 2.883 1.206 2.128
C 3.914 2.066 2.626
C 3.911 3.378 2.296
C 2.862 3.892 1.482
C 1.903 3.041 1.039
N 1.909 1.708 1.289
H 3.601 -5.766 1.414
H 3.937 -4.475 3.493
H 3.111 -2.144 3.657
H 1.648 -2.373 -0.339
H 2.451 -4.698 -0.512
H 4.662 1.614 3.261
H 4.683 4.045 2.658
H 2.816 4.941 1.228
H 1.073 3.412 0.454
F -1.376 2.900 6.103
C -1.176 3.773 5.091
F -2.161 4.703 5.235
F -0.032 4.428 5.357
C -1.236 3.148 3.728
C -2.155 3.647 2.844
C -2.259 3.069 1.582
C -1.479 1.981 1.299
N -0.558 1.456 2.131
C -0.359 2.072 3.361
S 0.890 1.608 4.376
H -2.794 4.469 3.132
H -2.959 3.450 0.855
H -1.598 1.464 0.351
N -0.350 -1.117 4.762
C -1.566 -0.552 4.897
N -1.875 -0.097 6.138
S -2.687 -0.542 3.666
H 0.366 -0.843 5.414
H -0.014 -1.209 3.818
H -1.123 0.231 6.723
H -2.731 0.425 6.198
```

Kohn-Sham gap (spin up / spin down) = 5.7 / 5.7 eV
E_LUMO (spin up / spin down) = 0.0754 / 0.0755 Eh
relative energy (zero: lowest compared OMol25 entry of this formula, charge and spin) = 1.5051 eV
highest occupied orbital energy (spin up / spin down) = -3.69 / -3.69 eV
net charge = -1

Mulliken atomic charge list, values in e, 99 entries: -0.495 -1.359 0.414 -1.305 0.746 -0.816 -1.551 -0.693 1.156 1.742 -1.533 -2.095 -1.783 1.169 0.755 -0.017 1.934 -0.263 0.701 -0.764 -1.576 -0.995 1.294 0.035 -1.287 -1.437 0.110 -1.420 -2.079 0.357 0.006 -1.061 -1.116 1.139 -1.034 -1.432 0.490 -0.197 -0.982 0.434 0.502 -0.306 0.615 -0.234 0.396 0.616 0.315 0.370 0.350 -1.083 0.349 0.170 0.457 0.555 0.248 0.659 0.499 0.363 0.334 0.685 -0.050 0.303 0.515 0.008 0.585 0.347 0.779 -0.059 0.420 0.818 0.375 0.471 0.395 0.687 0.418 0.386 0.388 0.447 0.622 -0.730 -0.850 -0.393 -0.130 1.027 -0.964 1.737 -0.798 -0.361 -1.162 -1.012 -1.215 -0.543 2.003 0.380 0.375 0.455 -0.225 0.509 0.600

***

[4]
DFT (wB97M-V/def2-TZVPD) results for 8 unconnected molecules or ions with the total composition C55H125N7O9 in a non-equilibrium geometry.

XYZ file:
```
196
Properties=species:S:1:pos:R:3
C -0.250 0.176 -2.752
C -0.432 -0.623 -1.433
O -1.150 -1.631 -1.547
O -0.249 -0.093 -0.338
H -1.129 0.803 -2.895
H -0.225 -0.456 -3.641
H 0.671 0.751 -2.848
C -2.397 -7.616 -4.235
C -2.477 -7.882 -5.687
C -3.372 -6.787 -6.388
C -2.694 -5.391 -6.494
C -1.390 -5.480 -7.269
C -0.380 -6.518 -6.706
N -1.084 -7.842 -6.367
O -0.238 -8.875 -6.133
C 0.288 -5.966 -5.399
C 0.707 -6.794 -7.746
C -3.191 -9.204 -6.143
H -1.874 -6.712 -3.925
H -1.812 -8.359 -3.691
H -3.403 -7.457 -3.848
H -4.307 -6.678 -5.838
H -3.644 -7.029 -7.416
H -2.466 -5.034 -5.489
H -3.331 -4.671 -7.008
H -0.955 -4.490 -7.406
H -1.553 -5.617 -8.339
H -0.425 -5.579 -4.671
H 0.919 -5.125 -5.688
H 0.971 -6.643 -4.886
H 0.523 -7.740 -8.256
H 1.662 -6.890 -7.229
H 0.823 -5.956 -8.433
H -4.202 -9.287 -5.746
H -2.672 -10.117 -5.852
H -3.199 -9.290 -7.230
C -3.773 0.178 8.114
C -2.689 -0.179 9.137
C -3.220 -1.346 10.077
C -3.212 -2.774 9.549
C -1.889 -3.198 9.056
C -1.293 -2.274 8.079
N -1.433 -0.738 8.491
O -0.334 0.156 8.398
C -2.074 -2.412 6.750
C 0.190 -2.572 7.891
C -2.315 0.989 10.046
H -4.604 0.644 8.644
H -4.259 -0.544 7.458
H -3.370 1.001 7.524
H -4.173 -1.135 10.563
H -2.501 -1.399 10.893
H -3.976 -2.938 8.789
H -3.488 -3.387 10.407
H -1.724 -4.211 8.687
H -1.227 -3.253 9.921
H -1.839 -1.702 5.957
H -3.133 -2.332 6.997
H -2.040 -3.421 6.340
H 0.333 -3.626 7.653
H 0.717 -2.433 8.835
H 0.734 -1.841 7.292
H -3.258 1.287 10.505
H -2.034 1.889 9.500
H -1.620 0.716 10.840
C 0.795 8.941 -4.778
C 2.353 9.058 -4.647
C 2.775 9.952 -5.780
C 2.319 11.422 -5.594
C 3.006 12.029 -4.338
C 2.827 11.158 -3.044
N 2.891 9.652 -3.340
O 3.089 8.769 -2.225
C 1.485 11.401 -2.343
C 3.962 11.591 -2.007
C 3.099 7.684 -4.784
H 0.570 8.283 -3.938
H 0.410 8.455 -5.674
H 0.227 9.859 -4.629
H 2.415 9.672 -6.769
H 3.864 9.996 -5.801
H 1.245 11.584 -5.505
H 2.663 11.996 -6.455
H 2.591 13.027 -4.199
H 4.022 12.208 -4.691
H 0.649 11.139 -2.992
H 1.396 12.487 -2.333
H 1.456 11.095 -1.297
H 3.825 12.645 -1.766
H 4.936 11.583 -2.496
H 3.974 11.092 -1.038
H 2.780 6.848 -4.161
H 4.184 7.772 -4.741
H 2.924 7.195 -5.742
C 8.895 -0.783 -0.665
C 7.888 0.013 0.191
N 6.456 0.164 -0.457
C 5.894 -1.229 -0.544
C 5.604 1.060 0.483
C 5.005 0.375 1.779
C 6.469 0.646 -1.943
C 7.373 1.861 -2.176
O 6.953 2.940 -1.328
C 7.836 4.072 -1.309
H 8.839 -1.861 -0.516
H 9.842 -0.465 -0.228
H 8.977 -0.541 -1.725
H 8.226 0.978 0.570
H 7.678 -0.489 1.135
H 5.686 -1.570 0.470
H 6.596 -1.872 -1.075
H 5.060 -1.178 -1.244
H 4.738 1.275 -0.143
H 6.156 1.968 0.725
H 4.230 -0.367 1.588
H 4.573 1.170 2.387
H 5.802 0.018 2.432
H 5.415 0.765 -2.193
H 6.842 -0.251 -2.436
H 7.297 2.136 -3.228
H 8.383 1.481 -2.017
H 7.955 4.352 -2.356
H 8.809 3.826 -0.884
H 7.614 4.809 -0.537
C -6.280 -2.767 -0.375
C -7.718 -2.250 -0.781
N -7.761 -1.091 -1.841
C -9.252 -0.770 -1.964
C -7.034 0.101 -1.173
C -7.589 0.648 0.151
C -7.045 -1.559 -3.153
C -7.385 -0.611 -4.359
O -6.473 0.443 -4.380
C -6.278 0.975 -5.678
H -5.767 -3.100 -1.277
H -6.343 -3.655 0.255
H -5.668 -2.046 0.167
H -8.260 -1.976 0.124
H -8.328 -2.949 -1.352
H -9.424 0.118 -2.573
H -9.690 -0.477 -1.010
H -9.812 -1.549 -2.481
H -6.899 0.967 -1.821
H -5.978 -0.166 -1.136
H -7.473 -0.025 1.001
H -8.555 1.137 0.025
H -6.907 1.446 0.445
H -7.318 -2.596 -3.347
H -5.977 -1.622 -2.943
H -8.354 -0.113 -4.349
H -7.241 -1.190 -5.271
H -5.601 0.359 -6.270
H -5.749 1.895 -5.429
H -7.181 1.258 -6.220
C 2.896 7.472 3.731
N 1.643 6.869 4.365
C 2.125 5.890 5.476
C 0.769 7.951 5.057
C 0.879 6.214 3.179
C -0.241 5.186 3.453
O 0.321 3.993 4.044
H 2.483 8.219 3.053
H 3.472 6.776 3.121
H 3.442 8.095 4.439
H 1.320 5.526 6.115
H 2.634 6.615 6.111
H 2.845 5.199 5.039
H -0.052 7.378 5.488
H 0.515 8.606 4.224
H 1.294 8.528 5.818
H 1.624 5.684 2.585
H 0.571 7.033 2.529
H -0.600 4.952 2.451
H -0.995 5.708 4.042
H 0.270 3.281 3.402
C 1.668 -10.410 4.108
N 1.272 -9.708 2.766
C 2.194 -10.327 1.662
C -0.202 -10.188 2.584
C 1.524 -8.167 2.936
C 1.004 -7.241 1.804
O -0.413 -7.159 1.791
H 2.681 -10.177 4.435
H 1.496 -11.486 4.135
H 0.998 -10.003 4.865
H 1.905 -11.376 1.601
H 3.231 -10.256 1.992
H 2.042 -9.769 0.738
H -0.192 -11.275 2.510
H -0.334 -9.688 1.624
H -0.809 -9.843 3.421
H 2.559 -8.020 3.243
H 0.937 -7.844 3.796
H 1.428 -7.482 0.829
H 1.383 -6.233 1.972
H -0.627 -6.301 1.416
```

Kohn-Sham gap = 1.9 eV
E_LUMO = -0.4649 Eh
relative energy (zero: lowest compared OMol25 entry of this formula, charge and spin) = 0.0000 eV
highest occupied orbital energy = -14.53 eV
net charge = +6

Mulliken atomic charge list, values in e, 99 entries: -0.732 0.511 -0.709 -0.723 0.163 0.256 0.236 -1.467 1.166 -1.122 -0.690 -1.415 1.368 0.705 -0.239 -1.633 -1.506 -1.598 0.290 0.388 0.382 0.518 0.389 0.306 0.420 0.538 0.526 0.388 0.440 0.423 0.365 0.383 0.426 0.389 0.414 0.445 -1.516 1.146 -1.138 -0.765 -1.115 1.331 0.685 -0.269 -1.502 -1.757 -1.573 0.416 0.300 0.464 0.488 0.450 0.341 0.465 0.492 0.426 0.347 0.371 0.380 0.376 0.482 0.412 0.443 0.398 0.422 -1.553 1.270 -1.052 -0.708 -1.062 1.077 0.752 -0.294 -1.377 -1.564 -1.677 0.435 0.357 0.313 0.461 0.407 0.336 0.432 0.403 0.434 0.308 0.434 0.377 0.429 0.421 0.394 0.373 0.428 0.447 -1.321 -0.435 0.083 -1.149 -0.208

***

| no. | energy (eV) |
| --- | --- |
| 1 | -90313.2952 |
| 2 | -130954.3608 |
| 3 | -121771.3051 |
| 4 | -87847.0517 |